Entry 1:
DFT (ωB97M-V/def2-TZVPD) results for a structure of composition C50H55BBrIrN4O5Te.

```
118
Properties=species:S:1:pos:R:3
Ir -0.0362 0.5973 1.6843
Te 2.8404 0.3410 -0.4314
Br -6.6603 -2.6654 2.2460
O -1.4089 -0.3171 -0.8094
O -2.0686 1.1957 2.0673
O -1.5744 -1.3533 1.8586
O -0.1977 1.5614 -1.3146
O 3.8566 1.6567 1.2561
N -5.7810 2.9317 2.3932
N 1.9879 0.4935 1.4759
N 0.0800 0.4432 3.9691
N -3.5758 3.0888 2.2417
C -3.1264 0.3456 2.1230
C 0.7048 -0.5547 4.5969
C -4.1006 4.3709 2.2935
C 2.0946 -2.6573 0.2015
C -4.6027 2.2678 2.2936
C 4.8618 0.0241 -1.0468
C -2.8815 -1.0233 2.0231
C -2.3345 -0.6694 -3.0757
C 0.8616 -0.6025 5.9698
C -5.6616 6.6361 2.4327
C -4.4260 0.8211 2.2421
C -3.0569 -0.2454 -6.8230
C -2.6913 -2.3422 -5.5484
C 7.2759 -0.1874 -2.4438
C -6.3030 5.4142 2.4642
C 1.8530 -1.9269 -2.1075
C -3.1802 -0.8904 -5.4427
C 2.4440 -2.4783 1.6558
C -5.2293 -1.4349 2.1915
C -3.9297 -1.9211 2.0652
C 6.7761 -1.2507 -1.7126
C -4.6602 -0.8820 -5.0353
C 2.6638 2.1200 3.2651
C 0.3496 0.4211 6.7588
C -5.4886 -0.0863 2.2703
C -4.2645 6.7332 2.3314
C 5.1912 -2.3720 -0.1856
C -0.8821 1.1462 -2.4316
C -1.5965 -0.0010 -2.1310
C 0.8365 -5.5898 -1.8765
C -0.4312 1.4222 4.7237
C -3.4664 5.6104 2.2608
C -2.3625 -0.1534 -4.3809
C 1.4002 -3.2028 -2.4385
C 8.5558 -0.3052 -3.2210
C 4.6758 2.4844 -1.7917
C -5.4927 4.2874 2.3906
C 1.2937 -4.2096 -1.4967
C 2.1792 -1.6497 -0.7739
C 5.5828 -1.1695 -0.9972
C -0.9009 1.6869 -3.6919
C 0.4895 0.4170 8.2510
C 6.5604 1.0045 -2.4337
C 1.6558 -3.9159 -0.1859
C 2.0070 -0.9522 -3.2468
C -1.2944 -2.6318 1.2838
C 5.3600 1.1389 -1.7525
C -0.3167 1.4505 6.0984
C 2.8367 1.4102 1.9537
C -1.6552 1.0153 -4.6587
B -0.5142 0.6537 -0.2835
H 1.6002 -4.6989 0.5640
H 4.5181 2.8792 -0.7875
H -1.6298 -2.3758 -5.8027
H -5.2587 -1.4184 -5.7747
H -0.4741 0.2073 8.7186
H -4.8124 -1.3629 -4.0679
H -6.6939 2.5164 2.4501
H -2.0208 -0.2183 -7.1658
H 9.1940 0.5635 -3.0588
H 3.2197 -1.7389 1.8314
H 5.2923 3.1925 -2.3416
H -2.3905 5.6820 2.1775
H 2.4881 1.4113 4.0704
H 8.3494 -0.3638 -4.2914
H 1.6862 -6.2726 -1.9355
H 0.1454 -5.9942 -1.1365
H 2.0520 0.0933 -2.9427
H -6.2494 7.5423 2.4853
H 1.1089 -1.3371 3.9672
H -3.6307 -0.8264 -7.5463
H -3.8084 7.7134 2.3064
H 4.6047 -2.0982 0.6849
H 3.5623 2.6951 3.4668
H -0.3048 -2.5576 0.8530
H 1.3874 -1.4355 6.4176
H -3.2455 -2.8693 -6.3273
H -2.8760 -1.5673 -2.8076
H -0.7429 2.2775 6.6514
H 1.1311 -3.4056 -3.4696
H 6.0886 -2.8782 0.1683
H 4.6135 -3.0869 -0.7750
H -1.3270 -3.4075 2.0515
H 3.7042 2.4464 -2.2901
H 6.9505 1.8614 -2.9714
H 0.3409 -5.5899 -2.8460
H -0.3528 2.5886 -3.9307
H 9.1115 -1.1975 -2.9377
H -3.7553 -2.9841 1.9933
H -2.8330 -2.8868 -4.6138
H -3.4505 0.7724 -6.8306
H 2.9217 -1.1715 -3.8027
H -0.9449 2.2147 4.1940
H -1.6759 1.4276 -5.6568
H 7.3394 -2.1766 -1.6709
H -2.4517 2.1575 1.9836
H 2.7700 -3.4282 2.0798
H 1.5662 -2.1375 2.2092
H 0.8226 1.3897 8.6124
H 1.8097 2.7950 3.2137
H -7.3796 5.3427 2.5399
H 1.1657 -1.0410 -3.9329
H -2.0087 -2.8486 0.4894
H -5.0362 0.1402 -4.9671
H -6.5110 0.2543 2.3552
H 1.1982 -0.3390 8.5829
```

As for the spin multiplicity: 2. The charge is +1. The calculation puts the HOMO energy (alpha / beta) at -10.0 / -9.9 eV. Its HOMO-LUMO gap (alpha / beta) is 7.9 / 7.7 eV.

Atom charges from the Löwdin analysis, given in e for atoms 1 to 5: 1.187 1.968 0.779 0.104 -0.134

---

Entry 2:
DFT (ωB97M-V/def2-TZVPD) results for a cluster of 13 separate species, C50H58Cl14N6O12 in total.

```
140
Properties=species:S:1:pos:R:3
Cl 1.0868 4.5072 -6.2658
Cl -2.0168 -3.1339 6.6527
Cl 3.4010 3.1743 3.6775
Cl 0.5686 0.3467 -4.4595
Cl -1.4249 -1.1371 -6.5970
Cl -2.0190 3.0490 8.2497
Cl -3.4210 -0.1464 7.7868
Cl 0.8368 1.7605 5.2384
Cl 2.3917 7.2755 3.2526
Cl -4.3926 -5.0268 -4.4599
Cl -4.3479 1.9343 -1.5414
Cl -2.9381 -3.5688 -1.5439
Cl -2.5929 0.0403 -3.4211
Cl 3.9824 4.0472 -4.7257
O -1.7195 3.1543 3.3927
O 0.6256 -3.6826 -2.3245
O 4.8821 2.5394 -1.2464
O 0.6128 -5.7778 3.3723
O 4.7360 1.0446 -2.7773
O 0.8344 -4.7659 -0.4854
O 7.1217 5.4397 0.1410
O 0.8958 2.5313 -1.3672
O -1.1614 -4.5939 3.0766
O 5.5954 4.2841 1.1117
O -2.8680 1.3522 3.2201
O 1.3323 3.1803 0.6212
N -0.5151 -5.6104 2.9759
N -2.6966 2.5209 2.9971
N 0.9109 2.3597 -0.1515
N 0.6532 -4.7202 -1.6829
N 4.6029 1.4271 -1.6232
N 5.9564 5.1285 0.3189
C -3.4141 -0.8372 6.1766
C -2.5741 2.1108 -1.6022
C 4.3563 7.3943 -2.2057
C -5.7579 3.2973 0.9597
C 3.1360 -1.6935 -0.2365
C -0.4743 -7.9198 2.1159
C 1.2679 3.9974 -4.5637
C -0.7097 -8.1759 -2.2192
C 5.2979 6.8756 -1.2992
C -1.3954 2.4670 6.6519
C -0.3726 -1.1485 -0.1808
C 0.0828 2.1814 6.8228
C 0.1175 -1.8530 -6.1348
C 2.8328 5.6809 -1.6092
C 2.8583 5.6035 2.8269
C -2.3417 -6.4593 1.5511
C -3.4098 4.6210 1.8810
C -3.6100 3.2783 2.1494
C -5.5749 4.6729 0.7759
C 3.7590 -0.8059 -1.0816
C 3.1160 6.8131 -2.3776
C 0.1572 0.0468 -0.5870
C -1.1590 -6.6936 2.2145
C -0.6333 -1.3362 1.1824
C -0.5705 -0.2929 2.0906
C 2.5115 3.1701 -4.2946
C 4.9954 5.7348 -0.5950
C -1.9173 1.6108 -2.8661
C -1.1648 -8.9882 1.5755
C -2.9990 -7.5528 1.0019
C 3.7030 0.8756 0.6347
C -0.0242 0.9175 1.6516
C 2.8918 -1.3078 1.0899
C -4.4338 5.2917 1.2356
C 1.1452 -0.8401 -5.6916
C 3.7169 5.1620 -0.6942
C -4.7428 2.6288 1.6253
C 3.0602 -0.0096 1.5016
C -2.4473 -8.8013 1.0561
C -0.3741 -6.9581 -1.6322
C 2.3727 4.6111 3.8614
C 4.0552 0.4961 -0.6524
C 0.3108 -6.0472 -3.7379
C 0.1975 -5.9246 -2.3618
C -2.1190 -1.5494 5.8248
C -0.1025 -7.2261 -4.3406
C -0.6247 -8.2768 -3.6096
C -3.7538 -3.3966 -4.1793
C -2.5127 -3.4461 -3.2815
C 0.3458 1.1027 0.2982
H -6.3151 5.2341 0.2208
H -6.6380 2.8599 0.5140
H -4.3521 6.3664 1.1237
H -0.9427 -2.3149 1.5331
H 3.9453 5.5914 2.7845
H 0.7775 -5.2391 -4.2858
H -0.4191 -6.9056 -0.5511
H -3.5160 -0.0397 5.4346
H -0.0498 -2.6249 -5.3821
H -4.8289 1.5499 1.6731
H -1.9083 -4.3109 -3.5444
H -2.2654 1.6463 -0.6677
H 2.5509 5.0209 4.8515
H -0.8319 1.6372 -2.8157
H -0.9285 -9.1261 -4.2077
H -0.1446 -7.2131 -5.4226
H 0.4847 -2.3973 -7.0055
H 0.2026 1.3070 7.4566
H 1.8380 5.2493 -1.6173
H 2.5419 5.4444 1.8003
H 2.5510 2.2606 -4.8866
H 0.4944 -7.9980 2.5857
H 2.2586 -1.9722 1.6690
H 1.3229 4.3777 3.6996
H -0.6415 -9.9346 1.5346
H -0.8510 -0.4153 3.1259
H 3.3984 4.3746 -0.0289
H -3.4415 -3.0718 -5.1708
H -1.9222 -2.5593 -3.4966
H 1.2204 4.8840 -3.9367
H 0.4865 0.1107 -1.6286
H 0.3637 3.4322 -4.3381
H 4.6378 8.2737 -2.7691
H -4.4076 -2.6260 -3.7745
H 2.3795 7.2203 -3.0537
H -3.9345 -7.3969 0.4788
H 4.1345 -1.0810 -2.0585
H 3.8999 1.8823 0.9899
H 6.2056 7.4509 -1.2003
H -4.3009 -1.4527 6.0420
H -2.1078 -1.8156 4.7713
H 0.5697 3.0491 7.2533
H -1.2987 -0.8930 6.1057
H -2.4589 3.1866 -1.4730
H 0.2162 1.7216 2.3379
H 1.4596 -0.2212 -6.5329
H -2.0883 1.6913 6.3452
H 2.5659 2.8725 -3.2501
H -2.0951 2.3104 -3.6859
H -1.5983 3.3300 6.0216
H -2.5035 5.1360 2.1618
H 2.9225 -2.6975 -0.5735
H -2.8542 -9.7082 0.6236
H -2.7557 -5.4636 1.4967
H -0.5924 -2.0146 -0.7867
H -1.1824 -8.9882 -1.6878
H 2.6708 0.2782 2.4678
H 2.0889 -1.3026 -5.4039
```

As for the spin multiplicity: 1. The charge is 0. The calculation puts the HOMO energy at -9.6 eV. Its HOMO-LUMO gap is 8.4 eV.

Atom charges from the Löwdin analysis, given in e for atoms 1 to 5: 0.541 0.545 0.584 0.634 0.572

---

Entry 3:
DFT (ωB97M-V/def2-TZVPD) results for a cluster of 11 separate species, C50H58N12 in total.

```
120
Properties=species:S:1:pos:R:3
N -7.6078 -4.6670 2.3673
N 1.7041 7.1078 -9.9480
N 2.2922 -4.1052 6.2899
N 2.4359 2.9075 -5.4976
N -9.4901 -0.7690 0.7213
N 1.8359 -10.0258 8.3691
N -3.7205 -1.4982 2.4874
N 4.8282 -7.6929 4.2560
N -4.5308 1.6819 3.1117
N 2.9948 5.7841 -2.3744
N 4.3175 4.8231 2.5044
N 0.2963 13.5623 -11.3885
C 2.2616 8.1947 -9.3261
C -8.4509 -2.6072 0.0265
C 0.9433 6.2368 -3.1005
C -1.1312 -0.7484 2.4105
C 2.2820 -5.9898 7.4688
C 1.1066 -11.1387 8.6982
C 0.8375 -11.8296 7.5379
C 6.8180 -8.4874 3.6638
C -7.5004 -1.5635 0.1291
C 2.0210 1.8278 -7.3959
C -2.7360 -0.3681 2.5981
C -1.8840 2.2707 3.0489
C 3.1304 6.3527 -3.6140
C -9.6706 -2.0896 0.4017
C 3.9026 3.7433 0.6061
C 1.7066 1.7946 -5.1685
C 4.6478 -9.0135 3.9363
C 2.6614 7.8059 -8.0672
C 5.8674 -9.5311 3.5611
C 3.3192 3.0193 1.6732
C 4.5094 4.8545 1.1477
C 2.6278 2.9389 -6.8543
C 0.1138 0.3136 2.5081
C 3.5882 3.7102 2.8335
C -8.4186 -5.5749 2.9971
C -0.7559 -2.3504 2.1272
C 0.2502 12.3848 -12.0886
C 0.3142 11.3490 -11.1837
C -6.2995 -5.0479 2.5157
C 3.6233 -5.6559 7.1644
C -7.6180 -6.5515 3.5462
C 0.4071 11.9216 -9.8927
C 1.4814 -5.0132 6.9198
C 6.1495 -7.3646 4.0978
C 0.3976 13.2897 -10.0491
C -0.2924 1.8933 2.8382
C -5.1182 -1.0001 2.7246
C 3.6005 -4.4862 6.4383
C -6.2767 -6.2176 3.2417
C 1.4375 1.1038 -6.3288
C 1.4210 -11.1056 6.4708
C 1.8709 6.6406 -4.0903
C 1.6648 5.7141 -2.0506
C 2.3293 6.4377 -7.9227
C 1.7360 6.0333 -9.0978
C -3.1284 1.1764 2.9228
C -8.1688 -0.4407 0.5631
C -5.5152 0.5513 3.0078
C 2.0278 -9.9944 7.0123
C -0.6172 -3.1871 3.3857
H 0.4069 -4.8878 6.9220
H -0.6470 -2.8051 1.0401
H 0.2620 14.4875 -11.7965
H 2.1781 -9.3354 9.0247
H 3.8813 3.4830 -0.4442
H -7.8185 0.5615 0.7711
H -1.6132 -3.2623 4.0342
H 7.8763 -8.5486 3.4453
H -8.2656 -3.6266 -0.2862
H 0.1745 12.3849 -13.1678
H -5.3896 -6.7705 3.5225
H 1.6446 7.0938 -5.0467
H 1.3364 5.0750 -9.4015
H 4.5104 -6.2088 7.4452
H -6.6674 0.8025 3.1572
H 2.5028 5.8149 -7.0548
H 0.4750 11.3932 -8.9507
H 2.7622 2.0940 1.6028
H 3.6693 -9.4702 4.0015
H -10.2179 -0.1361 1.0270
H 1.3997 -11.3659 5.4205
H 3.1402 8.4395 -7.3318
H 1.4433 1.5895 -4.1394
H 2.7781 3.5979 -4.8419
H 5.0612 5.6619 0.6851
H 1.9997 1.5674 -8.4462
H 4.1005 -7.0600 4.5617
H -6.4421 -1.6247 -0.0893
H -9.4931 -5.4495 2.9994
H 1.3273 7.1003 -10.8869
H 2.3270 9.1488 -9.8318
H -0.1349 6.3190 -3.1481
H 4.4010 -3.8946 6.0145
H -2.1586 3.3816 3.2980
H 0.4526 14.0904 -9.3238
H 0.6031 2.6529 2.9383
H 4.6597 5.5135 3.1601
H 6.4999 -6.3624 4.3058
H 0.8433 -11.3439 9.7272
H 4.1088 6.5020 -4.0506
H 1.3464 5.2983 -1.1040
H 2.5795 -9.1870 6.5498
H -5.9919 -1.8047 2.6987
H 0.2966 10.2945 -11.4272
H 1.9373 -6.8491 8.0292
H 3.7570 5.4666 -1.7895
H 0.8805 0.1784 -6.3992
H -7.9627 -7.4109 4.1065
H -10.6490 -2.5463 0.4669
H -7.9251 -3.8441 1.8714
H 3.3249 3.5050 3.8626
H 0.3860 -3.6767 3.7397
H 1.2251 -0.0395 2.3535
H 1.9749 -3.2824 5.7941
H -5.4990 -4.4563 2.0919
H 0.2805 -12.7549 7.4675
H 3.1795 3.7463 -7.3169
H 6.0527 -10.5505 3.2485
```

As for the spin multiplicity: 1. The charge is 0. As for the SMILES: C=Cc1cccc2nccnc12.c1cc[nH]c1.c1cc[nH]c1.c1cc[nH]c1.c1cc[nH]c1.c1cc[nH]c1.c1cc[nH]c1.c1cc[nH]c1.c1cc[nH]c1.c1cc[nH]c1.c1cc[nH]c1. The calculation puts the HOMO energy at -8.0 eV. Its HOMO-LUMO gap is 6.6 eV.

Atom charges from the Löwdin analysis, given in e for atoms 1 to 5: 0.006 0.002 0.002 0.013 0.010

---

Number 1: E_tot -5504.66011 hartree, F_max 0.6 eV/A. Number 2: E_tot -9613.63645 hartree, F_max 2.5 eV/A. Number 3: E_tot -2596.51573 hartree, F_max 6.9 eV/A.